Molecular formula: C50H44BrCl2MgN3O7S2
Method: DFT, ωB97M-V with the def2-TZVPD basis set

Values from the calculation:
Relative energy (zero: lowest compared OMol25 entry of this formula, charge and spin): 4.1 kcal per mole
HOMO-LUMO gap: 8.29 eV
Multiplicity: 1

```
110
Properties=species:S:1:pos:R:3:lowdin_charge:R:1
Mg -0.649 0.162 -0.205 0.627
C 8.703 -2.249 -0.885 -0.046
C 7.297 -1.834 -0.547 -0.266
C 7.054 -0.786 0.340 -0.027
C 5.761 -0.401 0.656 -0.045
C 4.702 -1.079 0.072 -0.365
C 4.914 -2.100 -0.839 -0.074
C 6.213 -2.480 -1.135 -0.035
S 3.029 -0.632 0.461 1.032
O 2.965 0.850 0.644 -0.482
C 2.952 -1.293 2.141 -0.296
C 2.988 -0.330 3.172 -0.052
C 2.827 -0.731 4.463 -0.006
C 2.601 -2.096 4.775 -0.152
C 2.386 -2.522 6.110 -0.029
C 2.124 -3.830 6.394 -0.073
C 2.061 -4.782 5.350 -0.068
C 2.270 -4.404 4.056 -0.021
C 2.552 -3.049 3.733 -0.117
C 2.736 -2.621 2.387 -0.183
C 2.658 -3.614 1.271 -0.165
C 3.744 -4.496 0.984 -0.119
C 4.952 -4.465 1.726 -0.007
C 5.986 -5.292 1.400 -0.063
C 5.871 -6.190 0.316 -0.070
C 4.720 -6.239 -0.416 -0.030
C 3.630 -5.391 -0.103 -0.154
C 2.437 -5.402 -0.884 -0.005
C 1.404 -4.570 -0.586 -0.028
C 1.536 -3.690 0.511 -0.298
S 0.294 -2.529 0.964 1.067
O -0.116 -1.835 -0.337 -0.495
C -1.033 -3.575 1.462 -0.354
C -1.195 -3.745 2.830 -0.060
C -2.234 -4.536 3.290 -0.028
C -3.124 -5.136 2.402 -0.257
C -4.278 -5.950 2.917 -0.045
C -2.944 -4.934 1.036 -0.020
C -1.906 -4.155 0.558 -0.060
H 9.429 -1.742 -0.252 0.075
H 8.942 -2.012 -1.923 0.085
H 8.832 -3.325 -0.759 0.079
H 7.891 -0.266 0.790 0.114
H 5.568 0.421 1.333 0.119
H 4.074 -2.592 -1.314 0.116
H 6.388 -3.287 -1.836 0.119
H 3.092 0.713 2.906 0.113
H 2.843 -0.005 5.267 0.121
H 2.429 -1.784 6.901 0.115
H 1.960 -4.142 7.416 0.104
H 1.844 -5.817 5.580 0.105
H 2.220 -5.139 3.262 0.121
H 5.053 -3.766 2.546 0.126
H 6.906 -5.252 1.968 0.108
H 6.698 -6.844 0.070 0.105
H 4.624 -6.925 -1.248 0.114
H 2.368 -6.080 -1.727 0.118
H 0.504 -4.556 -1.186 0.116
H -0.516 -3.267 3.526 0.107
H -2.369 -4.671 4.357 0.118
H -3.946 -6.691 3.646 0.081
H -4.787 -6.472 2.109 0.075
H -5.008 -5.308 3.411 0.088
H -3.645 -5.373 0.338 0.118
H -1.807 -3.964 -0.502 0.102
O 0.794 0.581 -1.752 -0.138
C 0.612 1.048 -3.094 -0.208
C -0.271 2.275 -3.229 -0.157
C -1.674 2.171 -2.611 -0.125
C -2.340 0.858 -2.899 -0.262
C -3.271 0.717 -3.917 -0.010
C -3.815 -0.531 -4.172 -0.056
C -3.408 -1.604 -3.400 -0.044
C -2.478 -1.377 -2.401 -0.105
N -1.949 -0.181 -2.149 0.095
H 1.364 1.211 -1.285 0.044
H 0.190 0.199 -3.632 0.122
H 1.598 1.253 -3.519 0.127
H -0.355 2.461 -4.306 0.122
H 0.228 3.142 -2.795 0.065
H -2.291 2.984 -2.995 0.120
H -1.603 2.326 -1.530 0.089
H -3.563 1.584 -4.495 0.115
H -4.551 -0.660 -4.956 0.108
H -3.813 -2.595 -3.547 0.106
H -2.145 -2.176 -1.754 0.087
N -0.204 0.077 2.386 0.068
H -1.193 0.249 2.537 0.040
H 0.262 0.983 2.472 0.007
H 0.138 -0.500 3.147 0.026
Br -5.593 4.271 2.346 0.728
C -5.674 2.428 1.925 -0.672
C -6.871 1.748 2.079 -0.200
N -7.000 0.453 1.801 0.069
C -5.921 -0.190 1.358 -0.081
C -4.682 0.411 1.178 -0.101
C -4.554 1.759 1.471 -0.048
C -3.515 -0.403 0.666 -0.586
O -3.700 -1.575 0.348 0.039
O -2.409 0.227 0.608 -0.107
H -7.750 2.268 2.437 0.097
H -6.029 -1.242 1.127 0.115
H -3.601 2.254 1.340 0.118
Cl -0.420 4.990 -0.494 0.619
C 0.969 4.181 0.259 -0.951
Cl 2.244 3.824 -0.943 0.634
C 0.563 2.873 0.958 -0.760
O 0.915 2.756 2.125 0.026
O -0.110 2.063 0.257 -0.123
H 1.401 4.869 0.976 0.060
```

=====

Molecular formula: C3H6N2O2
Method: DFT, ωB97M-V with the def2-TZVPD basis set

Values from the calculation:
Relative energy (zero: lowest compared OMol25 entry of this formula, charge and spin): 121.2 kcal per mole
HOMO-LUMO gap: 10.52 eV
Multiplicity: 1
SMILES string: [H]/N=C\N(O)CC=O

```
13
Properties=species:S:1:pos:R:3:nbo_charge:R:1
H 0.522 1.950 -0.493 0.358
N -0.581 2.116 0.016 -0.651
C -1.281 1.037 -0.072 0.227
N -0.625 -0.195 -0.460 -0.198
O -1.663 -1.186 -0.386 -0.583
C 0.434 -0.571 0.469 -0.370
C 1.864 -0.268 0.095 0.454
O 2.219 0.392 -0.820 -0.505
H -2.476 1.078 0.113 0.211
H -1.635 -1.497 -1.356 0.481
H 0.512 -1.701 0.516 0.247
H 0.201 -0.280 1.537 0.228
H 2.510 -0.874 0.841 0.102
```